Here is a cluster of 2 separate species, C9H14 in total in a non-equilibrium geometry from OMol25. Energies are from wB97M-V/def2-TZVPD.

Values from the calculation:
orbital gap	0.3671	hartree
relative energy (zero: lowest compared OMol25 entry of this formula, charge and spin)	10.0	kcal per mole
SMILES string	Cc1ccccc1.CC
spin multiplicity	1
HOMO energy	-9.0	eV
lowest unoccupied orbital energy	0.97	eV

Each atom is followed by the atoms it is bonded to, with distances in Å.
Element x y z (Å)
1 C -1.59 -2.83 0.34  C5 1.498, H12 1.081, H13 1.102, H15 1.085
2 C -0.39 -0.79 -2.62  C3 1.392, C4 1.384, H8 1.076
3 C -1.21 -1.57 -1.81  C2 1.392, C5 1.392, H9 1.085
4 C 0.84 -0.35 -2.16  C2 1.384, C6 1.388, H10 1.088
5 C -0.78 -1.92 -0.53  C1 1.498, C3 1.392, C7 1.393
6 C 1.32 -0.77 -0.92  C4 1.388, C7 1.389, H11 1.085
7 C 0.50 -1.55 -0.12  C5 1.393, C6 1.389, H14 1.085
8 H -0.78 -0.55 -3.59  C2 1.076
9 H -2.19 -1.87 -2.15  C3 1.085
10 H 1.39 0.26 -2.87  C4 1.088
11 H 2.37 -0.64 -0.66  C6 1.085
12 H -1.72 -2.40 1.33  C1 1.081
13 H -1.03 -3.75 0.57  C1 1.102
14 H 0.77 -1.79 0.90  C7 1.085
15 H -2.55 -3.10 -0.08  C1 1.085
16 C -0.02 3.32 1.93  C17 1.545, H18 1.078, H19 1.097, H20 1.095
17 C 1.34 2.65 1.63  C16 1.545, H21 1.095, H22 1.087, H23 1.091
18 H -0.34 3.99 1.15  C16 1.078
19 H -0.81 2.56 2.03  C16 1.097
20 H -0.01 3.75 2.93  C16 1.095
21 H 1.30 1.64 2.04  C17 1.095
22 H 2.15 3.20 2.11  C17 1.087
23 H 1.44 2.49 0.56  C17 1.091